No. 1
18
Properties=species:S:1:pos:R:3 method="wB97M-V/def2-TZVPD" de_lowest_ev=6.093 max_force_ha_per_bohr=0.23966 total_energy_ev=-12475.0209 orbital_gap_ev=9.17 lumo_ev=0.2
H 0.197 0.856 -0.307
H 0.260 -0.671 -0.829
H 0.492 2.388 1.074
H -0.428 2.332 -0.219
H 3.947 -1.063 0.442
H 4.115 0.357 0.504
H -1.875 -1.629 2.314
H -1.053 -1.596 1.034
H 3.828 -0.801 -1.278
H 2.382 -1.354 -1.743
H -5.550 -0.454 -0.167
H -4.101 -0.741 -0.652
O -0.334 0.105 -0.559
O 0.292 2.858 0.282
O 3.366 -0.286 0.549
O -1.729 -1.165 1.569
O 2.968 -1.013 -0.971
O -4.840 -0.202 -0.892

No. 2
18
Properties=species:S:1:pos:R:3 method="wB97M-V/def2-TZVPD" smiles=O.O.O.O.O.O de_lowest_ev=1.820 max_force_ha_per_bohr=0.03777 total_energy_ev=-12479.2934 orbital_gap_ev=11.10 lumo_ev=0.4
O -1.757 -1.224 -3.863
H -2.025 -1.299 -2.936
H -2.138 -0.304 -3.987
O 3.684 -0.046 -1.526
H 3.378 -0.198 -2.427
H 2.952 -0.514 -1.117
O 1.655 -1.406 -2.388
H 0.917 -1.447 -3.017
H 1.804 -2.232 -1.923
O 0.630 -2.620 14.696
H 0.474 -3.430 14.179
H -0.297 -2.638 14.988
O -0.571 4.171 -3.000
H 0.220 4.570 -3.387
H -0.357 4.051 -2.068
O -2.723 1.179 -3.933
H -2.297 2.047 -3.876
H -3.547 1.341 -4.415

No. 3
18
Properties=species:S:1:pos:R:3 method="wB97M-V/def2-TZVPD" smiles=O.O.O.O.O.O de_lowest_ev=2.124 max_force_ha_per_bohr=0.11675 total_energy_ev=-12478.9900 orbital_gap_ev=10.66 lumo_ev=0.2
O 0.198 0.319 -0.090
H -0.153 1.208 0.013
H -0.546 -0.320 -0.417
O -2.418 -0.476 0.053
H -2.166 -1.332 0.344
H -2.753 -0.561 -0.841
O 1.588 0.200 2.176
H 1.065 0.175 1.342
H 2.451 0.469 1.850
O -1.442 -3.176 -0.160
H -0.564 -3.040 0.025
H -1.315 -3.185 -1.068
O 2.731 -0.103 -1.788
H 2.041 -0.234 -1.247
H 3.526 0.011 -1.198
O -0.641 3.034 0.555
H -1.384 3.569 0.804
H -0.216 3.449 -0.349